[1]
12
Properties=species:S:1:pos:R:3:forces:R:3 method="wB97M-V/def2-TZVPD" orbital_gap_ev=9.5 de_lowest_ev=3.704 lumo_ev=-3.856 total_energy_ev=-7771.19307 total_charge=+1
C -2.09402 -0.86763 1.00920 0.5366 0.3718 0.3910
C 1.73258 1.30575 -0.64429 -1.1271 -3.3608 0.4894
C -1.62764 -2.03020 1.22523 -0.1120 3.8356 -1.9336
C 2.31597 2.38000 -1.01301 3.4954 -1.5974 1.9298
N -1.06181 -1.34510 -0.01017 1.5501 1.3238 1.1580
O 1.21823 0.24930 -0.39215 0.8957 2.2737 -0.3601
H -2.59336 0.05905 1.33485 0.3192 -0.6693 -0.7198
H 1.77912 3.09001 -1.44410 -2.3308 3.0956 -1.9477
H -1.52201 -2.88130 1.73314 0.6789 -3.2227 1.6372
H 3.37914 2.59637 -0.76848 -0.9484 -0.4360 -0.1475
H -1.46723 -1.70252 -0.82219 -0.6730 -0.4628 -1.7967
H -0.05899 -0.85372 -0.20803 -2.2844 -1.1514 1.3001



[2]
66
Properties=species:S:1:pos:R:3:forces:R:3 method="wB97M-V/def2-TZVPD" orbital_gap_ev=9.2 de_lowest_ev=4.359 lumo_ev=0.172 total_energy_ev=-31606.61645
C 0.18494 1.51020 1.24562 -0.8713 -1.0328 -0.6919
C -1.29606 1.10820 1.40562 0.2008 -0.1845 0.3580
O -1.49506 -0.26380 1.07362 -0.2116 0.3455 -0.5504
H 0.92694 0.98820 1.90562 -0.7850 0.2854 -0.9306
H 0.22994 2.54320 1.38362 0.1907 1.9089 1.0705
H 0.39794 1.53320 0.15262 0.3412 -1.0159 0.6354
H -1.95606 1.77320 0.84662 0.2626 -0.0312 -0.9612
H -1.77206 1.24320 2.36662 0.7369 0.1714 1.0570
H -2.45906 -0.33380 0.94062 0.2431 -0.4633 0.1930
C -4.19106 0.01020 -1.15938 1.2250 0.3859 0.4119
C -5.00406 0.37420 0.04562 0.0939 -1.6867 -0.0393
O -4.32006 -0.23580 1.13862 1.0803 2.0546 0.0581
H -4.39606 0.70420 -1.89238 -0.6966 1.4191 -2.1292
H -4.27206 -0.95580 -1.57238 -0.6178 -1.3203 -0.1846
H -3.09806 0.13820 -1.02638 -0.5218 0.0789 0.5750
H -6.07006 0.04720 0.03662 0.7427 0.1345 -0.2652
H -4.99606 1.43120 0.15262 0.0301 0.9808 0.4264
H -4.81506 -0.93880 1.45762 -1.3427 -1.9977 1.0263
C 1.20894 -1.72580 -2.79238 -0.3977 -3.3656 2.5117
C 1.41494 -0.57580 -1.92338 2.5138 2.1390 -0.3718
O 2.06994 0.30520 -2.89138 -0.3648 0.3488 0.4611
H 2.14594 -2.17580 -3.07638 0.4007 0.3003 -0.5899
H 0.55994 -1.51080 -3.58338 -0.6448 0.4786 -1.3834
H 0.74494 -2.54980 -2.22038 -0.1603 0.1273 -0.0850
H 2.14394 -0.60280 -1.08438 -0.5411 -1.0685 -0.3628
H 0.54894 -0.10580 -1.49238 -0.8565 0.0780 -0.1625
H 1.75294 1.18820 -2.69138 0.2312 0.3429 -0.2047
C -2.61806 -3.61880 2.93062 -0.8094 -0.7389 -1.1673
C -2.69906 -4.66480 1.75262 0.5774 -0.8422 2.2970
O -3.18606 -5.93480 2.34762 0.4441 0.8799 -0.8375
H -2.54506 -2.63480 2.54062 0.5344 1.0664 -0.4869
H -1.84406 -3.79380 3.64562 0.9724 -0.3451 -0.0078
H -3.48106 -3.56380 3.57262 -0.9158 -0.5296 -0.1697
H -1.66506 -4.87180 1.38662 -0.8371 0.4871 -0.0824
H -3.36406 -4.38480 0.92362 0.2048 0.0049 0.4226
H -2.41506 -6.51080 2.40462 -0.2647 0.0297 0.0279
C 3.38294 2.90820 -1.41538 2.8916 0.7077 -0.4410
C 2.22994 3.74020 -1.78938 0.0574 -0.6369 -0.0299
O 1.34994 2.78320 -2.34138 -2.4230 1.3624 -1.2510
H 3.15194 2.19120 -0.67638 -0.5188 -0.9366 0.6355
H 4.18294 3.54520 -0.96638 -0.3562 -0.4128 -0.4090
H 3.79794 2.38720 -2.32738 -0.4162 0.5217 1.0380
H 2.54894 4.42820 -2.56838 -0.2589 0.5600 0.1700
H 1.73094 4.18420 -0.92838 0.2242 0.5590 -0.0410
H 0.67094 3.31520 -2.82238 0.5296 -1.0478 0.4408
C 4.42594 0.33620 0.88162 0.2905 -0.8301 2.2707
C 5.25794 -0.27580 -0.20538 0.8235 -0.1980 -0.4890
O 4.96594 -1.71080 -0.30638 -1.4956 2.4049 -0.6590
H 3.45794 -0.11380 0.77262 -0.7003 -0.4468 0.0975
H 4.19394 1.40920 0.89362 0.8894 -0.1916 -0.1536
H 4.82594 -0.02180 1.90662 -0.7137 0.8210 -1.4444
H 6.34994 -0.16880 -0.07638 -0.3773 0.0602 0.3318
H 5.07494 0.26220 -1.13438 -0.3962 -0.5110 -0.4125
H 5.74694 -2.12380 -0.03738 1.6962 -1.2086 0.5727
C 0.63394 -2.76180 2.12262 0.9743 -0.1365 -2.8541
O 0.85794 -1.91180 1.01062 1.6266 -0.7767 -0.1247
H -0.12406 -2.38680 2.69162 -2.0040 0.7473 1.8474
H 1.53394 -2.86580 2.63162 1.6076 0.0611 1.3235
H 0.42494 -3.73480 1.73662 -0.6202 -0.9479 -0.0858
H 0.15294 -1.30480 0.94562 -1.5281 1.0644 -0.1583
C -1.92106 3.98320 -0.71738 2.0667 -0.1068 1.3272
O -1.87206 5.11020 -1.56038 0.6927 0.2607 -1.6332
H -1.11706 3.23520 -0.91038 -0.2336 0.4693 -0.2052
H -2.83606 3.48420 -0.93338 -1.0383 -0.5629 0.8328
H -1.67306 4.29820 0.39062 -1.2236 -0.4061 -2.1654
H -1.77806 4.83420 -2.51738 -0.2533 0.3317 1.8013



[3]
49
Properties=species:S:1:pos:R:3:forces:R:3 method="wB97M-V/def2-TZVPD" orbital_gap_ev=8.0 lumo_ev=2.380 total_energy_ev=-90382.54803 total_charge=-1
N -3.43481 -3.48801 -0.07423 0.2582 0.7107 -0.6062
C -2.61471 -2.82355 -1.07091 0.3777 -0.6246 -0.1223
O -1.93549 -3.49218 -1.81785 -0.3359 0.5033 0.6286
C -2.70046 -1.30791 -1.10227 -0.5983 0.3134 -1.1424
C -1.68999 -0.65389 -2.05700 0.5171 -0.3473 0.5199
B -0.21489 -0.25711 -1.38471 0.1008 -0.2743 -0.5041
C 0.14700 -1.16019 -0.07591 0.2226 -0.0924 0.1580
O 1.38431 -0.66069 0.55696 -0.2589 -0.0079 -0.2558
C 1.59802 -1.23057 1.77344 0.0333 0.3035 -0.9799
C 1.21458 -0.54231 2.89633 -0.5913 1.0660 0.0271
C 1.43969 -1.04824 4.14622 0.0376 0.2022 0.7578
C 2.06568 -2.26763 4.27510 -0.0892 0.0557 0.8732
C 2.42746 -2.94526 3.14697 0.7673 -1.5632 -0.0306
C 2.21299 -2.45501 1.88607 0.0488 -0.0296 -0.4004
C 0.93506 -0.62720 -2.55566 -0.0397 0.9046 -0.3039
B 2.15489 0.34644 -2.57419 0.1893 -1.0903 -0.0468
O 2.10750 1.66345 -3.02137 -0.2977 -0.1064 0.3601
O 3.40445 -0.10710 -2.14902 -0.0738 0.5325 0.3868
C -0.21730 1.35916 -0.99597 -1.4839 -1.2714 0.4646
P -1.59182 1.96276 0.03347 2.3551 2.4193 -0.3356
O -1.28143 3.36383 0.38951 -0.1537 0.3383 0.2710
O -3.01401 1.96101 -0.74403 -0.2287 -1.1770 0.6149
O -1.71721 1.14967 1.43080 -0.9944 -0.5649 -0.8719
H -2.82368 -3.68479 0.71261 -0.2174 -0.2413 0.0744
H -4.15376 -2.82697 0.20399 0.1564 -0.0836 0.4335
H -2.68541 -0.90053 -0.08919 0.0773 -0.1766 0.0395
H -3.71365 -1.09743 -1.49010 -0.0750 -0.1236 0.2808
H -2.08060 0.25898 -2.52276 -0.2918 -0.1222 0.1002
H -1.54766 -1.35850 -2.88028 0.0450 -0.0011 0.0665
H -0.61476 -1.17015 0.71916 0.0117 0.0499 -0.0558
H 0.36057 -2.20874 -0.33688 -0.2387 0.0342 -0.0544
H 0.73027 0.41637 2.75328 -0.0191 0.0024 0.0068
H 1.15679 -0.48572 5.02818 -0.0545 0.0209 -0.0347
H 2.27735 -2.68185 5.25230 -0.0336 -0.0273 0.0186
H 2.90427 -3.91545 3.25652 0.0393 0.0437 -0.0260
H 2.52537 -2.98595 0.99707 -0.0308 -0.0492 -0.0071
H 0.44227 -0.53604 -3.53661 -0.0474 0.0084 0.1051
H 1.20725 -1.68317 -2.43922 0.1022 0.0681 -0.0836
H 2.52824 2.20109 -2.34090 0.2813 0.1742 -0.3397
H 3.26326 -0.90062 -1.62465 0.0728 -0.0818 -0.0693
H -0.32706 1.91991 -1.93002 0.2477 0.2607 0.1650
H 0.65408 1.66925 -0.41646 0.0414 0.1880 -0.1829
H -2.89267 2.21416 -1.66432 0.0829 -0.0469 -0.0297
H -2.58601 0.74321 1.54247 0.0957 -0.0998 0.1063
C 0.93367 6.05088 -0.01888 -0.1866 -0.2262 0.0365
Cl -0.30233 6.02737 -1.27748 0.0698 0.0535 0.0198
Cl 2.08206 4.73584 -0.29326 0.0020 0.0393 0.0092
Cl 1.79770 7.60379 -0.07752 0.0419 0.0334 -0.0123
Cl 0.18495 5.85554 1.56119 0.0653 0.1029 -0.0288



[4]
14
Properties=species:S:1:pos:R:3:forces:R:3 method="wB97M-V/def2-TZVPD" orbital_gap_ev=7.2 de_lowest_ev=4.916 lumo_ev=0.037 total_energy_ev=-8831.28697
C -2.05098 0.48884 -0.54608 -0.1377 -0.0038 0.2750
C -0.21672 -0.05028 0.14205 0.2108 0.2237 -0.1367
C 0.72126 0.96271 0.18297 -0.1032 -0.1079 0.1274
N 1.88440 0.30789 0.44694 0.1292 -0.1346 -0.0180
C 1.70806 -1.12663 0.38619 0.0666 0.1593 0.0892
O 2.59838 -1.89135 0.73216 -0.2998 0.1797 -0.1497
C 0.31050 -1.33222 0.05102 0.0864 -0.0902 0.3270
H -2.49805 0.50686 -1.55414 0.1573 -0.0113 0.1896
H -2.20621 1.42367 -0.00396 0.0844 -0.2277 -0.2229
H -2.45397 -0.35828 0.01033 0.1342 0.1903 -0.2118
H 0.65782 2.01018 -0.09256 -0.0472 -0.2819 0.0825
H 2.73712 0.70718 0.82268 -0.2395 -0.0833 -0.1589
H -0.17366 -2.26839 0.30148 0.0569 0.1846 -0.1271
H -0.94340 0.43597 -0.95360 -0.0985 0.0031 -0.0655